Record 1
{"formula": "C2H12N4", "method": "ωB97M-V/def2-TZVPD", "species": ["N", "C", "N", "H", "H", "H", "H", "H", "H", "N", "C", "N", "H", "H", "H", "H", "H", "H"], "coordinates": [[1.656, 0.912, -0.241], [2.627, -0.119, -0.703], [2.321, -1.466, -0.335], [2.205, 1.447, 0.418], [0.893, 0.386, 0.157], [2.753, -0.063, -1.751], [3.623, 0.110, -0.337], [1.613, -1.929, -0.873], [2.454, -1.750, 0.615], [-2.970, 0.214, -0.606], [-1.742, 0.283, 0.114], [-1.858, 0.286, 1.575], [-2.923, 0.538, -1.548], [-3.845, 0.180, -0.126], [-1.113, -0.594, -0.138], [-1.133, 1.157, -0.094], [-0.945, 0.337, 2.003], [-2.275, -0.564, 1.902]], "energy_ha": -302.3731, "smiles": "NCN.NCN", "de_lowest_kj_mol": 75.1, "lumo_ev": 0.946, "charge": 0, "orbital_gap_ev": 9.5}

Record 2
{"formula": "C21H26ClN3O5S", "method": "ωB97M-V/def2-TZVPD", "species": ["C", "C", "C", "C", "N", "S", "O", "O", "C", "C", "C", "C", "C", "C", "H", "H", "N", "C", "O", "C", "C", "C", "C", "C", "C", "Cl", "H", "N", "O", "O", "H", "H", "H", "H", "H", "C", "C", "C", "C", "H", "H", "H", "H", "H", "H", "H", "H", "H", "H", "H", "H", "H", "H", "H", "H", "H", "H"], "coordinates": [[2.782, 2.800, 1.245], [2.144, 3.522, 2.426], [0.633, 3.695, 2.265], [0.274, 4.791, 1.255], [-1.085, 4.705, 0.789], [-1.276, 4.262, -0.794], [-0.330, 4.950, -1.630], [-2.669, 4.357, -1.114], [-0.782, 2.539, -0.745], [-1.521, 1.638, -0.004], [-1.126, 0.315, 0.077], [0.020, -0.103, -0.598], [0.754, 0.814, -1.352], [0.351, 2.133, -1.424], [0.897, 2.861, -2.002], [1.638, 0.488, -1.882], [0.479, -1.422, -0.567], [-0.037, -2.483, 0.108], [-0.971, -2.442, 0.876], [0.705, -3.773, -0.125], [0.942, -4.561, 1.000], [1.587, -5.777, 0.901], [1.983, -6.221, -0.354], [1.733, -5.475, -1.496], [1.095, -4.251, -1.379], [0.755, -3.375, -2.835], [2.035, -5.858, -2.459], [2.663, -7.495, -0.483], [2.871, -8.118, 0.533], [2.979, -7.848, -1.596], [1.782, -6.389, 1.768], [0.602, -4.195, 1.956], [1.280, -1.598, -1.159], [-1.695, -0.394, 0.654], [-2.408, 1.981, 0.503], [-2.169, 5.330, 1.509], [-2.912, 4.354, 2.425], [-3.914, 5.056, 3.342], [-5.064, 5.705, 2.581], [-5.800, 6.101, 3.277], [-4.709, 6.522, 1.960], [-5.554, 4.976, 1.940], [-4.321, 4.318, 4.038], [-3.394, 5.814, 3.933], [-2.185, 3.813, 3.034], [-3.439, 3.629, 1.803], [-2.859, 5.722, 0.761], [-1.771, 6.166, 2.095], [0.459, 5.778, 1.696], [0.899, 4.701, 0.365], [0.195, 2.751, 1.933], [0.194, 3.947, 3.232], [2.337, 2.947, 3.334], [2.608, 4.503, 2.550], [2.645, 3.358, 0.323], [2.335, 1.816, 1.118], [3.850, 2.675, 1.412]], "energy_ha": -2214.5950, "smiles": "CCCCN(CCCC)S(=O)(=O)c1ccc(NC(=O)c2ccc([N+](=O)[O-])cc2Cl)cc1", "de_lowest_kj_mol": 350.1, "lumo_ev": -1.210, "charge": 0, "orbital_gap_ev": 7.8}

Record 3
{"formula": "C42H42O3P2Sr", "method": "ωB97M-V/def2-TZVPD", "species": ["Sr", "C", "C", "C", "C", "C", "C", "C", "C", "C", "H", "H", "H", "H", "H", "H", "H", "H", "H", "H", "H", "H", "H", "H", "H", "P", "P", "C", "C", "C", "C", "C", "C", "C", "C", "C", "C", "C", "C", "C", "C", "C", "C", "C", "C", "C", "C", "C", "C", "C", "C", "C", "C", "H", "H", "H", "H", "H", "H", "H", "H", "H", "H", "H", "H", "H", "H", "H", "H", "H", "H", "H", "H", "H", "H", "O", "C", "C", "C", "C", "C", "C", "C", "O", "O", "H", "H", "H", "H", "H"], "coordinates": [[0.000, 0.000, 0.000], [-1.910, 0.857, -7.608], [-1.917, -0.414, -7.188], [-1.040, -1.573, -7.583], [0.292, -1.245, -8.293], [1.205, -0.373, -7.465], [1.212, 0.960, -7.347], [0.335, 1.998, -7.997], [-0.997, 1.516, -8.613], [1.404, 0.484, 1.509], [-2.640, 1.523, -7.148], [-2.669, -0.672, -6.441], [-1.620, -2.261, -8.218], [-0.814, -2.142, -6.670], [0.803, -2.195, -8.489], [0.095, -0.802, -9.272], [1.935, -0.917, -6.865], [1.963, 1.382, -6.678], [0.916, 2.522, -8.773], [0.110, 2.761, -7.239], [-1.508, 2.397, -9.021], [-0.800, 0.862, -9.465], [1.191, 1.461, 1.954], [2.425, 0.501, 1.106], [1.364, -0.276, 2.299], [-1.477, -0.516, -1.642], [1.553, 0.014, -1.656], [-0.559, -0.758, -3.209], [0.764, -0.551, -3.209], [-2.476, -2.040, -1.525], [-2.836, -2.794, -2.651], [-3.562, -3.973, -2.500], [-3.935, -4.406, -1.225], [-3.582, -3.658, -0.102], [-2.854, -2.477, -0.250], [-2.685, 0.772, -2.106], [-2.290, 2.118, -2.095], [-3.224, 3.126, -2.325], [-4.562, 2.803, -2.555], [-4.963, 1.466, -2.554], [-4.031, 0.454, -2.330], [3.032, -1.040, -1.534], [2.944, -2.327, -0.985], [4.095, -3.089, -0.791], [5.344, -2.571, -1.133], [5.440, -1.285, -1.668], [4.292, -0.521, -1.866], [2.214, 1.642, -2.167], [2.421, 2.599, -1.165], [2.865, 3.878, -1.498], [3.108, 4.207, -2.833], [2.907, 3.255, -3.835], [2.461, 1.976, -3.506], [-1.095, -1.050, -4.112], [1.364, -0.666, -4.111], [-2.560, -2.450, -3.645], [-3.840, -4.554, -3.376], [-4.504, -5.324, -1.110], [-3.877, -3.990, 0.890], [-2.574, -1.877, 0.613], [-1.252, 2.374, -1.900], [-2.906, 4.165, -2.320], [-5.290, 3.590, -2.732], [-6.004, 1.210, -2.727], [-4.349, -0.585, -2.330], [1.974, -2.728, -0.703], [4.015, -4.088, -0.370], [6.241, -3.165, -0.981], [6.411, -0.874, -1.930], [4.371, 0.480, -2.280], [2.236, 2.319, -0.130], [3.029, 4.614, -0.716], [3.458, 5.202, -3.092], [3.100, 3.509, -4.874], [2.315, 1.234, -4.285], [-2.466, 1.788, 4.221], [-2.101, 0.726, 4.973], [-2.231, 0.875, 6.363], [-1.864, -0.148, 7.234], [-1.363, -1.342, 6.728], [-1.221, -1.515, 5.351], [-1.579, -0.495, 4.440], [-1.292, -0.740, 2.994], [-0.612, -1.810, 2.650], [-1.475, 0.188, 2.084], [-2.449, 1.841, 3.262], [-2.612, 1.802, 6.773], [-1.959, -0.012, 8.303], [-1.070, -2.134, 7.405], [-0.806, -2.453, 5.003]], "energy_ha": -2564.4379, "de_lowest_kj_mol": 810.6, "lumo_ev": -0.109, "charge": 0, "orbital_gap_ev": 5.6}

Record 4
{"formula": "C22H18BrCoN2O2S2SbSe4", "method": "ωB97M-V/def2-TZVPD", "species": ["Co", "O", "N", "C", "C", "C", "C", "C", "S", "H", "H", "H", "H", "Se", "Sb", "Se", "Se", "Se", "Br", "C", "C", "C", "C", "N", "C", "H", "H", "H", "H", "O", "S", "C", "C", "C", "C", "C", "C", "C", "C", "C", "C", "C", "C", "H", "H", "H", "H", "H", "H", "H", "H", "H", "H"], "coordinates": [[1.400, -0.294, -1.445], [0.268, -1.736, -0.970], [0.821, -2.947, -0.939], [0.243, -3.852, -0.120], [0.733, -5.124, -0.046], [1.839, -5.463, -0.832], [2.413, -4.519, -1.644], [1.911, -3.209, -1.693], [2.593, -1.931, -2.614], [-0.592, -3.470, 0.449], [0.272, -5.829, 0.630], [2.256, -6.460, -0.784], [3.285, -4.740, -2.241], [4.888, -0.038, 3.538], [2.530, 0.185, 3.191], [1.075, -1.637, 3.856], [1.526, 2.397, 3.217], [2.487, -0.320, 0.566], [1.910, 5.336, -1.236], [2.540, 3.724, -1.961], [3.575, 3.708, -2.877], [3.979, 2.481, -3.376], [3.320, 1.335, -2.970], [2.319, 1.363, -2.086], [1.952, 2.535, -1.563], [4.057, 4.627, -3.180], [4.800, 2.403, -4.074], [3.613, 0.364, -3.340], [1.182, 2.513, -0.803], [-0.426, 0.777, -0.803], [-0.715, 0.729, 0.699], [-1.814, 2.108, 0.954], [-1.809, 2.707, 2.202], [-2.645, 3.798, 2.416], [-3.450, 4.273, 1.394], [-3.433, 3.662, 0.142], [-2.609, 2.573, -0.086], [-1.895, -0.596, 0.901], [-2.650, -1.037, -0.176], [-3.533, -2.086, 0.018], [-3.639, -2.686, 1.272], [-2.864, -2.239, 2.330], [-1.979, -1.179, 2.152], [-1.141, 2.343, 2.976], [-2.646, 4.284, 3.383], [-4.084, 5.135, 1.562], [-4.058, 4.040, -0.657], [-2.559, 2.096, -1.056], [-2.518, -0.581, -1.147], [-4.131, -2.446, -0.809], [-4.326, -3.512, 1.416], [-2.920, -2.722, 3.297], [-1.348, -0.844, 2.967]], "energy_ha": -15708.3345, "spin_multiplicity": 3, "de_lowest_kj_mol": 0.0, "lumo_ev": [1.981, 1.213], "s_squared": 2.17, "charge": -1, "orbital_gap_ev": [6.0, 5.2]}

Record 5
{"formula": "C2H2N6", "method": "ωB97M-V/def2-TZVPD", "species": ["C", "C", "H", "H", "N", "N", "N", "N", "N", "N"], "coordinates": [[-1.011, -0.019, -0.265], [1.380, -0.455, 0.360], [-2.373, 0.580, 0.898], [2.123, -0.898, 1.049], [-1.895, -0.309, 0.574], [-0.345, -1.109, -0.904], [0.853, -1.317, -0.682], [1.282, 0.782, 0.382], [0.578, 1.517, -0.573], [-0.592, 1.227, -0.838]], "energy_ha": -405.7817, "smiles": "[H]/N=c1/nncnnn1", "de_lowest_kj_mol": 195.2, "lumo_ev": -0.907, "charge": 0, "orbital_gap_ev": 9.1}

Record 6
{"formula": "C45H43NO7P", "method": "ωB97M-V/def2-TZVPD", "species": ["C", "C", "C", "C", "C", "C", "C", "C", "C", "C", "C", "C", "C", "P", "O", "O", "C", "C", "C", "C", "N", "O", "H", "H", "H", "H", "H", "H", "H", "H", "H", "H", "H", "H", "H", "H", "H", "H", "H", "H", "H", "H", "H", "H", "H", "H", "H", "H", "H", "C", "C", "C", "C", "C", "C", "C", "O", "C", "C", "C", "C", "C", "C", "C", "O", "H", "H", "H", "H", "H", "H", "H", "H", "C", "C", "C", "C", "C", "C", "C", "O", "C", "C", "C", "C", "C", "C", "C", "O", "H", "H", "H", "H", "H", "H", "H", "H"], "coordinates": [[-3.822, 4.211, 0.026], [-2.268, 3.887, -0.159], [-1.526, 5.191, 0.375], [-1.850, 2.708, 0.798], [-2.110, 1.244, 0.253], [-3.594, 0.793, 0.580], [-3.811, -0.011, 1.924], [-3.437, 0.758, 3.226], [-2.394, 0.249, 4.115], [-1.963, 0.890, 5.343], [-2.612, 2.124, 5.766], [-3.687, 2.629, 4.916], [-4.105, 1.995, 3.672], [-0.850, 0.083, 1.080], [-1.184, -1.515, 0.546], [0.697, 0.458, 0.484], [-1.782, 1.186, -1.311], [-1.202, 2.508, -1.934], [-1.306, 2.313, -3.520], [0.333, 2.745, -1.658], [-2.066, 3.662, -1.611], [-1.731, 4.727, -2.263], [-4.073, 5.247, -0.335], [-4.443, 3.519, -0.615], [-4.165, 4.075, 1.083], [-0.414, 5.078, 0.392], [-1.874, 6.116, -0.151], [-1.887, 5.304, 1.440], [-0.767, 2.805, 1.088], [-2.423, 2.856, 1.756], [-3.891, 0.090, -0.253], [-4.341, 1.624, 0.560], [-4.921, -0.215, 1.991], [-3.332, -1.024, 1.937], [-1.877, -0.682, 3.786], [-1.130, 0.397, 5.901], [-2.264, 2.612, 6.699], [-4.193, 3.560, 5.264], [-4.926, 2.407, 3.047], [-1.418, -1.970, 1.375], [1.308, -0.026, 1.073], [-2.769, 1.001, -1.833], [-1.134, 0.315, -1.604], [-2.364, 2.274, -3.870], [-0.736, 1.363, -3.738], [-0.702, 3.131, -3.989], [0.648, 3.738, -2.063], [0.587, 2.741, -0.567], [0.984, 1.967, -2.147], [5.020, -0.505, -1.973], [6.342, -0.568, -1.542], [7.161, 0.547, -1.646], [6.664, 1.727, -2.192], [5.346, 1.782, -2.645], [4.522, 0.666, -2.523], [4.815, 3.018, -3.275], [3.666, 3.067, -3.666], [5.716, 4.188, -3.425], [5.252, 5.334, -4.064], [6.082, 6.438, -4.198], [7.377, 6.404, -3.686], [7.845, 5.262, -3.053], [7.020, 4.148, -2.929], [7.544, 2.919, -2.282], [8.676, 2.887, -1.838], [4.378, -1.374, -1.883], [6.734, -1.488, -1.124], [8.189, 0.495, -1.305], [3.494, 0.709, -2.862], [4.245, 5.366, -4.462], [5.721, 7.327, -4.700], [8.021, 7.270, -3.785], [8.855, 5.239, -2.660], [1.432, -5.497, 1.586], [0.686, -4.480, 0.995], [-0.661, -4.671, 0.727], [-1.267, -5.886, 1.037], [-0.514, -6.914, 1.607], [0.834, -6.712, 1.890], [-1.134, -8.231, 1.898], [-0.479, -9.126, 2.397], [-2.564, -8.439, 1.561], [-3.146, -9.685, 1.774], [-4.486, -9.886, 1.474], [-5.253, -8.840, 0.969], [-4.676, -7.598, 0.749], [-3.329, -7.396, 1.035], [-2.714, -6.073, 0.763], [-3.381, -5.159, 0.318], [2.482, -5.343, 1.803], [1.156, -3.536, 0.746], [-1.237, -3.875, 0.272], [1.419, -7.502, 2.344], [-2.555, -10.502, 2.170], [-4.936, -10.859, 1.637], [-6.301, -8.996, 0.742], [-5.275, -6.788, 0.351]], "energy_ha": -2663.3104, "spin_multiplicity": 2, "de_lowest_kj_mol": 271.9, "lumo_ev": [-1.082, -1.082], "s_squared": 0.75, "charge": 0, "orbital_gap_ev": [7.0, 7.0]}

Record 7
{"formula": "C16H21ClFN2Na", "method": "ωB97M-V/def2-TZVPD", "species": ["Cl", "C", "N", "C", "C", "N", "F", "C", "C", "C", "C", "H", "H", "H", "H", "H", "H", "H", "H", "H", "H", "H", "H", "H", "H", "C", "Na", "C", "C", "C", "C", "C", "C", "C", "C", "H", "H", "H", "H", "H", "H", "H"], "coordinates": [[5.435, 2.338, -0.380], [4.608, 0.835, 0.207], [3.264, 0.638, -0.424], [2.323, 1.778, -0.081], [1.026, 1.579, -0.782], [1.058, 0.218, -1.388], [-0.281, -0.033, -1.954], [1.297, -0.833, -0.376], [2.686, -0.635, 0.133], [2.050, 0.146, -2.499], [3.381, 0.494, -1.930], [5.260, -0.010, -0.053], [4.488, 0.937, 1.294], [2.208, 1.757, 1.016], [2.834, 2.709, -0.373], [0.169, 1.613, -0.100], [0.884, 2.296, -1.598], [0.533, -0.708, 0.399], [1.156, -1.798, -0.878], [3.349, -1.455, -0.183], [2.714, -0.551, 1.233], [2.027, -0.875, -2.895], [1.735, 0.857, -3.270], [3.775, 1.451, -2.304], [4.131, -0.298, -2.109], [-3.983, -0.823, 3.310], [-2.084, -2.765, 2.882], [-2.172, -0.401, 1.989], [-2.152, -1.332, 0.955], [-3.301, -1.771, 0.068], [-3.552, -0.024, 2.324], [-4.357, 0.785, 1.262], [-5.382, 0.131, 0.570], [-5.105, -0.647, -0.568], [-4.708, -1.737, 0.188], [-4.984, -1.064, 3.791], [-1.307, -0.081, 2.605], [-1.228, -1.774, 0.687], [-3.680, 1.479, 0.739], [-6.417, 0.204, 0.923], [-4.835, -0.432, -1.603], [-2.864, -2.200, -0.828]], "energy_ha": -1452.9336, "de_lowest_kj_mol": 0.0, "lumo_ev": -7.496, "charge": 2, "orbital_gap_ev": 2.8}

Record 8
{"formula": "C7H10ClN3O2S", "method": "ωB97M-V/def2-TZVPD", "species": ["C", "C", "C", "C", "C", "C", "C", "N", "N", "N", "O", "O", "S", "Cl", "H", "H", "H", "H", "H", "H", "H", "H", "H", "H"], "coordinates": [[-0.517, 0.780, 2.099], [-1.669, 0.930, 1.197], [0.153, -0.368, 2.313], [-2.073, -0.175, 0.542], [1.368, -0.254, -1.645], [-0.252, -1.649, 1.538], [-1.421, -1.529, 0.597], [0.096, -0.308, -1.279], [1.989, 1.013, -1.656], [2.113, -1.348, -1.877], [-1.790, -1.789, -2.055], [0.247, -2.862, -1.047], [-0.691, -1.708, -1.110], [-2.605, -2.819, 0.798], [-0.478, 1.591, 2.753], [-2.148, 1.887, 1.076], [1.077, -0.346, 2.882], [-2.881, -0.204, -0.250], [0.631, -2.107, 1.200], [-0.415, -2.346, 2.489], [1.306, 1.713, -1.550], [2.567, 1.233, -2.427], [1.633, -2.197, -1.743], [2.788, -1.240, -2.601]], "energy_ha": -1445.8098, "smiles": "NC(N)=NS(=O)(=O)[C@]1(Cl)C=CC=CC1", "de_lowest_kj_mol": 0.0, "lumo_ev": 0.421, "charge": 0, "orbital_gap_ev": 8.9}